(1)
A structure of composition C25H41F3O2OsP2 in a non-equilibrium geometry. Source: the OMol25 dataset; level of theory: ωB97M-V with the def2-TZVPD basis set.

Values from the calculation:
gap between HOMO and LUMO (alpha / beta)	7.016 / 4.657	eV
highest occupied orbital energy (alpha / beta)	-0.5269 / -0.5193	Eh
E_tot	-59855.96845	eV
LUMO level (alpha / beta)	-0.2691 / -0.3481	hartree
relative energy (zero: lowest compared OMol25 entry of this formula, charge and spin)	632.0	kJ/mol
charge	+2
multiplicity	5

Each line ends with the Mulliken charge.
CARTESIAN COORDINATES (ANGSTROEM)
Os: 1.11 -1.15 0.55  0.09
C: -1.55 -1.19 2.72  0.79
C: -1.18 -2.15 1.78  0.19
C: 0.68 -1.64 3.19  0.59
C: -0.43 -0.93 3.59  0.56
C: 0.29 -2.41 1.92  1.55
C: -2.87 -0.53 2.90  -2.00
H: -3.49 -0.60 2.00  0.49
H: -2.75 0.54 3.17  0.45
H: -3.41 -1.02 3.73  0.40
C: -0.44 -0.11 4.82  -1.45
H: -1.38 0.44 4.92  0.41
H: 0.40 0.61 4.80  0.20
H: -0.30 -0.75 5.71  0.31
C: 1.86 -2.02 3.99  -1.92
H: 1.60 -2.69 4.83  0.40
H: 2.35 -1.11 4.36  0.28
H: 2.59 -2.54 3.35  0.52
C: 0.89 -3.78 1.82  -1.19
H: 1.50 -4.02 2.70  0.33
H: 1.56 -3.72 0.95  0.39
H: 0.12 -4.55 1.67  0.37
C: -2.11 -3.03 1.01  -1.74
H: -2.59 -3.81 1.64  0.38
H: -1.57 -3.57 0.21  0.42
H: -2.94 -2.46 0.55  0.57
C: -1.65 2.97 -0.03  -0.50
C: -2.57 2.08 -0.47  -0.43
C: -2.79 0.59 -0.64  -0.35
C: -1.70 -0.38 -1.12  -0.30
C: -0.27 -0.15 -0.66  0.97
C: 0.71 0.85 -0.53  0.14
C: 0.84 2.33 -0.58  -1.47
C: -0.28 3.36 -0.49  -0.79
H: -3.63 0.51 -1.36  0.49
H: -1.80 -0.59 -2.21  0.14
H: -3.19 0.14 0.30  -0.30
H: -0.38 3.91 -1.44  0.33
H: -2.04 3.73 0.64  0.53
H: -3.55 2.58 -0.70  0.41
H: 0.09 4.11 0.22  0.51
H: 1.57 2.50 0.24  0.30
H: 1.79 0.45 -0.57  0.55
H: 1.43 2.61 -1.47  0.31
H: -1.99 -1.37 -0.72  -0.07
H: 0.18 -1.42 -0.85  -0.08
P: -0.40 1.31 -2.99  1.28
C: -0.48 3.03 -3.72  -1.72
C: -1.64 0.71 -4.24  -1.74
P: 1.66 -0.85 -2.66  0.89
C: 1.15 0.70 -3.70  -1.84
C: 0.81 -2.00 -3.86  -1.29
C: 3.31 -0.76 -3.48  -1.19
H: 0.40 3.64 -3.47  0.41
H: -1.41 3.49 -3.35  0.43
H: -0.55 2.93 -4.81  0.52
H: -1.37 1.13 -5.22  0.55
H: -2.61 1.13 -3.93  0.45
H: -1.69 -0.39 -4.31  0.43
H: 3.22 -0.44 -4.53  0.41
H: 3.76 -1.75 -3.44  0.45
H: 3.93 -0.03 -2.94  0.39
H: 1.92 1.48 -3.69  0.62
H: 0.99 0.45 -4.77  0.84
H: 1.37 -2.95 -3.79  0.48
H: 0.87 -1.65 -4.90  0.41
H: -0.24 -2.19 -3.60  0.26
F: 1.39 2.78 3.54  -0.26
C: 2.53 2.01 3.56  0.80
F: 3.58 2.85 3.78  -0.25
F: 2.46 1.16 4.63  -0.25
C: 2.72 1.32 2.14  0.58
O: 2.97 2.20 1.29  -0.74
O: 2.65 0.05 2.01  -0.72

(2)
A structure of composition C25H41GeN3O3SW. Source: the OMol25 dataset; level of theory: ωB97M-V with the def2-TZVPD basis set.

Values from the calculation:
gap between HOMO and LUMO (alpha / beta)	7.523 / 8.352	eV
highest occupied orbital energy (alpha / beta)	-0.3600 / -0.4151	Eh
E_tot	-106377.62693	eV
LUMO level (alpha / beta)	-0.0835 / -0.1081	hartree
relative energy (zero: lowest compared OMol25 entry of this formula, charge and spin)	39.9	kJ/mol
charge	+1
multiplicity	4

Each line ends with the Mulliken charge.
CARTESIAN COORDINATES (ANGSTROEM)
W: 0.03 0.23 0.24  2.00
C: -1.01 -0.23 4.66  -1.95
C: -1.41 0.29 3.29  1.23
C: -1.54 1.81 3.33  -1.42
C: -2.68 -0.38 2.80  -1.35
O: -0.33 -0.01 2.36  0.23
Ge: 0.56 -1.73 2.35  -0.30
O: 1.74 -0.73 1.23  0.66
C: 3.01 -0.21 1.72  1.08
C: 3.66 -1.28 2.58  -1.84
C: 3.89 0.07 0.51  -1.37
C: 2.77 1.06 2.53  -1.35
O: -0.39 -1.82 0.61  -0.76
C: -0.11 -2.80 -0.42  1.40
C: -0.31 -2.09 -1.76  -1.34
C: 1.32 -3.35 -0.31  -1.43
C: -1.11 -3.93 -0.28  -2.07
H: -1.74 0.11 5.40  0.48
H: -0.03 0.15 4.95  0.35
H: -0.99 -1.32 4.70  0.47
H: -2.34 2.10 4.01  0.49
H: -1.78 2.20 2.35  0.27
H: -0.61 2.26 3.67  0.39
H: -3.52 -0.11 3.44  0.52
H: -2.58 -1.46 2.80  0.30
H: -2.91 -0.06 1.78  -0.01
H: 3.74 -2.22 2.04  0.35
H: 3.11 -1.46 3.51  0.40
H: 4.67 -0.96 2.86  0.47
H: 4.03 -0.84 -0.08  0.33
H: 4.87 0.42 0.83  0.60
H: 3.45 0.85 -0.11  0.11
H: 2.11 0.85 3.37  0.13
H: 2.31 1.83 1.91  0.22
H: 3.71 1.45 2.92  0.57
H: 1.35 -0.96 -1.64  -0.10
H: -1.37 -1.95 -1.92  0.54
H: 0.06 -2.71 -2.58  0.39
H: 2.08 -2.58 -0.43  0.12
H: 1.46 -4.11 -1.08  0.50
H: 1.48 -3.83 0.66  0.43
H: -2.13 -3.54 -0.30  0.39
H: -0.96 -4.45 0.67  0.45
H: -1.00 -4.66 -1.08  0.39
C: -2.26 0.05 -3.04  -1.09
C: -0.91 0.32 -3.63  1.24
C: -0.87 1.00 -4.85  -0.94
C: 0.32 1.27 -5.49  -0.99
C: 1.51 0.85 -4.92  -1.02
C: 1.52 0.17 -3.71  1.27
C: 2.83 -0.28 -3.13  -1.23
C: 0.30 -0.08 -3.07  -0.22
N: 0.36 -0.76 -1.77  0.93
H: -2.75 -0.78 -3.55  0.43
H: -2.92 0.92 -3.17  0.52
H: -2.23 -0.19 -1.99  -0.60
H: -1.80 1.33 -5.29  0.49
H: 0.33 1.81 -6.43  0.43
H: 2.45 1.05 -5.42  0.42
H: 3.64 -0.03 -3.80  0.45
H: 2.87 -1.37 -2.97  0.32
H: 3.04 0.21 -2.17  0.08
C: -3.78 1.30 -0.28  -1.77
C: -2.64 2.25 -0.10  0.94
C: -2.85 3.58 0.24  -0.75
C: -1.74 4.34 0.60  -0.51
N: -0.49 3.91 0.49  -0.55
C: -0.34 2.72 -0.07  0.76
S: 1.19 2.18 -0.67  -0.70
N: -1.37 1.82 -0.25  0.14
H: -4.33 1.56 -1.18  0.42
H: -4.47 1.39 0.56  0.51
H: -3.45 0.27 -0.35  0.15
H: -3.85 3.98 0.32  0.49
H: -1.87 5.33 1.02  0.42

(3)
A structure of composition C25H41N3P2V in a non-equilibrium geometry. Source: the OMol25 dataset; level of theory: ωB97M-V with the def2-TZVPD basis set.

Values from the calculation:
gap between HOMO and LUMO (alpha / beta)	5.646 / 5.543	eV
highest occupied orbital energy (alpha / beta)	-0.4990 / -0.5012	Eh
E_tot	-75302.34861	eV
LUMO level (alpha / beta)	-0.2915 / -0.2975	hartree
charge	+2
multiplicity	2

Each line ends with the Mulliken charge.
CARTESIAN COORDINATES (ANGSTROEM)
V: -0.16 -0.26 0.76  -1.30
C: -0.87 -1.93 2.21  0.72
C: 0.45 -2.23 1.68  0.06
C: 0.66 -0.52 3.24  0.95
C: -0.73 -0.85 3.14  0.70
C: 1.39 -1.37 2.37  0.88
C: -2.11 -2.76 2.07  -1.43
H: -1.98 -3.59 1.37  0.41
H: -2.96 -2.15 1.74  0.31
H: -2.39 -3.21 3.04  0.42
C: -1.84 -0.33 3.99  -1.74
H: -2.73 -0.12 3.37  0.30
H: -1.57 0.60 4.52  0.37
H: -2.17 -1.04 4.77  0.35
C: 1.30 0.43 4.22  -1.78
H: 1.85 -0.08 5.02  0.33
H: 0.56 1.07 4.72  0.38
H: 2.02 1.08 3.71  0.32
C: 2.88 -1.55 2.39  -1.43
H: 3.23 -2.01 3.33  0.33
H: 3.38 -0.58 2.30  0.33
H: 3.22 -2.21 1.59  0.44
C: 0.83 -3.40 0.84  -1.63
H: 1.25 -4.22 1.44  0.37
H: 1.59 -3.13 0.10  0.29
H: -0.04 -3.81 0.31  0.37
C: -1.28 1.48 -2.71  -0.21
C: -1.66 0.16 -2.77  -0.78
C: -1.16 -0.70 -3.96  -0.80
C: 0.35 -0.59 -4.24  -1.21
C: 1.17 -0.23 -3.06  0.34
C: 1.58 1.08 -2.81  -1.14
C: 0.98 2.30 -3.43  -0.82
C: -0.53 2.20 -3.78  -1.39
H: -1.68 -0.37 -4.87  0.44
H: 0.52 0.10 -5.09  0.34
H: -1.40 -1.75 -3.82  0.41
H: -0.65 1.80 -4.80  0.29
H: -1.79 2.16 -2.01  0.60
H: -2.73 -0.09 -2.62  0.93
H: -0.92 3.22 -3.83  0.52
H: 1.13 3.16 -2.77  0.21
H: 2.61 1.29 -2.53  1.08
H: 1.55 2.50 -4.35  0.55
H: 0.71 -1.57 -4.58  0.42
H: 1.73 -1.07 -2.65  0.55
P: -2.00 -0.17 -0.57  1.90
C: -3.43 0.90 -0.33  -1.43
C: -1.98 -1.84 -1.19  -1.16
P: 1.86 0.78 -0.07  1.61
C: 0.43 0.75 -0.90  -0.62
C: 3.12 -0.36 -0.68  -1.42
C: 2.35 2.50 -0.03  -1.32
H: -3.19 1.76 0.32  0.38
H: -4.23 0.33 0.15  0.42
H: -3.73 1.29 -1.32  0.63
H: -1.18 -1.97 -1.93  0.13
H: -2.94 -1.99 -1.67  0.61
H: -1.83 -2.60 -0.44  0.19
H: 2.26 2.89 -1.04  0.36
H: 3.39 2.56 0.33  0.51
H: 1.71 3.08 0.65  0.32
H: -0.08 1.72 -1.00  1.27
H: 0.11 -0.12 -1.57  -0.76
H: 3.91 -0.43 0.07  0.52
H: 3.58 -0.02 -1.61  0.56
H: 2.72 -1.37 -0.82  0.20
N: -0.47 1.43 1.66  -0.59
C: -0.69 2.38 2.34  0.85
N: -1.00 3.50 2.82  -0.70
C: -1.09 3.84 4.08  0.35
N: -1.20 4.24 5.18  -0.48